Record 1
C5H8N | ωB97M-V/def2-TZVPD

Element x y z (Å)
1 C 1.7253 -0.1020 -0.0282
2 C 2.3936 0.9525 0.1953
3 C 1.0010 -1.2601 -0.0829
4 C -1.0805 0.0133 -0.2915
5 C -2.4494 0.2975 0.1674
6 N -0.3891 -0.8733 0.2491
7 H 3.3322 1.1713 -0.2060
8 H 2.2144 1.8304 0.6585
9 H 1.0616 -1.6992 -1.2227
10 H 1.2087 -1.9765 0.6951
11 H -0.5057 0.6294 -1.0454
12 H -2.7524 -0.2829 1.1404
13 H -3.1218 -0.0101 -0.6733
14 H -2.6379 1.3098 0.4441

Cartesian forces (eV/Å) of the 6 atoms listed first:
C 1.4047 1.7386 0.6719
C -0.5536 -2.3638 -1.2152
C -1.1360 -2.1354 -2.9407
C 1.6996 1.8826 -0.7912
C -1.6362 -2.1601 0.9330
N -0.4055 -1.2172 1.3445

The value obtained for the total energy is -6792.805 eV. The HOMO-LUMO gap (spin up / spin down) comes out at 8.0 / 8.0 eV. The value obtained for the energy above the lowest of the compared OMol25 structures with the same formula, charge and spin is 121.8 kcal/mol. For the highest occupied orbital energy (spin up / spin down), the calculation gives -14.664 / -14.665 eV. Its net charge is +1. Its spin multiplicity is 1.

---

Record 2
C5H8N | ωB97M-V/def2-TZVPD

Element x y z (Å)
1 C 0.2006 1.4558 0.2053
2 C 0.6577 0.2508 -0.1014
3 C -1.6043 0.5627 -0.4047
4 C -0.5679 -0.5002 -0.5436
5 C 2.0324 -0.2958 -0.0171
6 N -1.5875 -0.5335 0.5373
7 H 0.3754 2.4506 0.5295
8 H -2.4481 0.8819 -0.9754
9 H -0.5645 -1.3422 -1.2246
10 H 2.2273 -0.9444 -0.8682
11 H 2.1484 -0.8889 0.8922
12 H 2.7665 0.5062 0.0013
13 H -1.3083 -0.3681 1.5075
14 H -2.3278 -1.2350 0.4619

Cartesian forces (eV/Å) of the 6 atoms listed first:
C -3.8748 -2.1478 -1.4723
C 0.0495 -0.0999 0.0702
C 4.0296 2.2092 0.8778
C 0.3600 0.4588 -0.5074
C 0.1457 -0.0514 0.0948
N -0.7284 -0.7349 1.2074

The value obtained for the total energy is -6793.340 eV. The HOMO-LUMO gap comes out at 10.6 eV. The value obtained for the energy above the lowest of the compared OMol25 structures with the same formula, charge and spin is 109.5 kcal/mol. For the highest occupied orbital energy, the calculation gives -14.604 eV. Its net charge is +1. Its spin multiplicity is 1.

---

Record 3
C5H8N | ωB97M-V/def2-TZVPD

Element x y z (Å)
1 C 2.2895 -0.1160 0.2437
2 C 0.7889 0.3790 0.1966
3 C -0.1511 1.0126 0.9254
4 C -0.0210 0.7881 -0.9051
5 C -1.2934 0.8214 -0.1442
6 N -1.8013 -0.5144 0.3799
7 H 2.3761 -1.0312 0.6568
8 H 2.8028 0.5284 0.7984
9 H 2.8239 -0.2650 -0.7862
10 H 0.0558 1.4995 -1.7908
11 H -2.1997 1.3527 -0.2732
12 H -2.2726 -1.1331 -0.2538
13 H -2.6372 -0.3806 0.9211
14 H -1.0756 -1.0365 0.8731

Cartesian forces (eV/Å) of the 6 atoms listed first:
C -3.0135 0.3658 -4.8966
C 3.2517 -1.1207 -2.0313
C -0.1207 2.0469 0.1764
C -1.9289 1.0739 -0.1835
C 1.4317 -2.6474 0.9435
N -0.8715 -0.7874 -0.6943

As for the SMILES: CC1=C2[C@@H]1[C@H]2[NH3+]. The value obtained for the total energy is -6792.501 eV. The HOMO-LUMO gap comes out at 9.3 eV. The value obtained for the energy above the lowest of the compared OMol25 structures with the same formula, charge and spin is 128.8 kcal/mol. For the highest occupied orbital energy, the calculation gives -13.394 eV. Its net charge is +1. Its spin multiplicity is 1.

---

Record 4
C5H8N | ωB97M-V/def2-TZVPD

Element x y z (Å)
1 C -2.1713 -0.3327 -0.4167
2 C -1.2574 -1.1890 0.0943
3 C -1.3735 0.9605 -0.1839
4 C 1.6680 0.2597 0.0040
5 C -0.5792 0.0379 0.7260
6 N 2.7450 -0.3752 -0.1512
7 H -3.1617 -0.3207 -0.7051
8 H -1.1194 -2.2831 0.2115
9 H -0.8906 1.1068 -1.1437
10 H -1.8372 1.7988 0.1763
11 H -0.1671 0.2960 1.7678
12 H 1.8018 1.3009 -0.2899
13 H 2.7530 -1.3800 0.2856
14 H 3.5897 0.1202 -0.3750

Cartesian forces (eV/Å) of the 6 atoms listed first:
C 1.9024 0.6136 1.4361
C 0.8398 1.3020 1.5272
C 0.9491 -2.9467 -1.2928
C -2.7634 1.4667 0.3161
C 1.7695 -1.3615 -0.7489
N 0.1050 -3.5117 2.0755

The value obtained for the total energy is -6792.786 eV. The HOMO-LUMO gap comes out at 9.4 eV. The value obtained for the energy above the lowest of the compared OMol25 structures with the same formula, charge and spin is 122.3 kcal/mol. For the highest occupied orbital energy, the calculation gives -13.640 eV. Its net charge is +1. Its spin multiplicity is 1.

---

Record 5
C5H8N | ωB97M-V/def2-TZVPD

Element x y z (Å)
1 C 0.7152 -0.4174 0.1706
2 C 1.8643 -1.0676 0.3578
3 C -2.9300 1.8388 0.9199
4 C 2.7025 -1.8117 -0.6514
5 C -1.3881 0.7551 -0.1441
6 N -0.3516 0.0387 -0.2223
7 H 2.2400 -1.0756 1.4823
8 H -2.7313 2.6797 0.2843
9 H 3.1055 -2.7755 -0.1646
10 H 3.5711 -1.1866 -0.8080
11 H 2.1845 -1.9088 -1.6200
12 H -2.4758 1.8126 1.9194
13 H -1.7443 0.9742 -1.1268
14 H -3.6989 1.2308 0.5289

Cartesian forces (eV/Å) of the 6 atoms listed first:
C 2.0868 -1.8446 -0.3284
C -0.9280 0.4834 2.3292
C 4.3379 -1.4442 -0.9182
C 0.1455 -0.4231 0.6357
C -1.6891 1.0442 -0.3101
N -0.2797 1.1537 2.1581

The value obtained for the total energy is -6792.514 eV. The HOMO-LUMO gap comes out at 9.0 eV. The value obtained for the energy above the lowest of the compared OMol25 structures with the same formula, charge and spin is 128.5 kcal/mol. For the highest occupied orbital energy, the calculation gives -14.174 eV. Its net charge is +1. Its spin multiplicity is 1.

---

Record 6
C5H8N | ωB97M-V/def2-TZVPD

Element x y z (Å)
1 C 2.0927 -0.5140 -0.0534
2 N 0.9704 0.3238 -0.0215
3 C 0.4172 1.4397 0.0715
4 C -0.5298 0.3595 0.0035
5 C -1.6314 -0.2373 0.7636
6 C -1.6650 -0.1661 -0.7603
7 H 1.9636 -1.3213 0.6768
8 H 2.1681 -0.9878 -1.0371
9 H 3.0024 0.0567 0.1547
10 H 0.8491 2.3680 0.1905
11 H -1.4991 -1.2011 1.2295
12 H -2.2646 0.4293 1.3339
13 H -2.3284 0.5374 -1.2410
14 H -1.5452 -1.0869 -1.3107

Cartesian forces (eV/Å) of the 6 atoms listed first:
C 1.4686 -0.9171 -0.0165
N -1.9351 -0.2947 -0.0561
C 0.5346 -1.3304 -0.0981
C -0.2729 -0.0764 0.0076
C 0.0074 0.0409 0.3443
C 0.0198 0.0834 -0.3228

As for the SMILES: C[N+]1=CC12CC2. The value obtained for the total energy is -6794.125 eV. The HOMO-LUMO gap comes out at 10.7 eV. The value obtained for the energy above the lowest of the compared OMol25 structures with the same formula, charge and spin is 91.4 kcal/mol. For the highest occupied orbital energy, the calculation gives -15.409 eV. Its net charge is +1. Its spin multiplicity is 1.

---

Record 7
C5H8N | ωB97M-V/def2-TZVPD

Element x y z (Å)
1 C -0.0175 -0.4423 1.0940
2 C -2.0417 -0.1503 -0.2338
3 C 1.4277 0.3980 -1.0261
4 C 0.7299 -0.9862 2.0466
5 C 0.3957 1.2101 -1.2864
6 N -0.9853 -0.5297 0.3327
7 H -2.4557 0.8971 -0.2506
8 H -2.5004 -0.9531 -0.8615
9 H 1.3126 -0.6873 -1.1159
10 H 2.4204 0.6629 -0.6088
11 H 1.3353 -0.3162 2.5404
12 H 0.5661 -2.0903 2.1376
13 H 0.3752 2.2722 -1.3062
14 H -0.5622 0.7153 -1.4623

Cartesian forces (eV/Å) of the 6 atoms listed first:
C -0.0972 -2.4605 1.0115
C -0.7048 -0.6408 -1.1152
C 0.2690 0.0785 0.4732
C -2.3278 -0.3971 -2.5462
C 0.3994 -1.2488 -0.0770
N -0.5710 1.0644 0.9654

The value obtained for the total energy is -6792.770 eV. The HOMO-LUMO gap comes out at 7.8 eV. The value obtained for the energy above the lowest of the compared OMol25 structures with the same formula, charge and spin is 122.7 kcal/mol. For the highest occupied orbital energy, the calculation gives -14.075 eV. Its net charge is +1. Its spin multiplicity is 1.

---

Record 8
C5H8N | ωB97M-V/def2-TZVPD

Element x y z (Å)
1 C 2.0277 0.1211 0.0106
2 C 1.0826 1.1063 0.2177
3 C 1.0783 -1.0353 0.1514
4 C -1.2538 0.1479 -0.6655
5 C 0.1512 0.1226 -0.1116
6 N -2.1507 0.0592 0.4619
7 H 3.0124 0.1529 -0.4255
8 H 1.0832 2.1741 0.3031
9 H 1.1248 -1.8280 -0.5954
10 H 1.0280 -1.4592 1.1491
11 H -1.4408 1.0762 -1.2086
12 H -1.4278 -0.7019 -1.3286
13 H -2.1965 0.8731 1.0595
14 H -2.1185 -0.8088 0.9817

Cartesian forces (eV/Å) of the 6 atoms listed first:
C -0.5767 0.4179 -0.1104
C 0.2682 -0.3472 0.1980
C 0.0973 -0.7234 -0.0695
C 0.1267 0.1372 -0.3284
C -0.6095 0.1087 0.2086
N 0.3323 -0.0887 0.1899

The value obtained for the total energy is -6795.099 eV. The HOMO-LUMO gap comes out at 8.6 eV. The value obtained for the energy above the lowest of the compared OMol25 structures with the same formula, charge and spin is 68.9 kcal/mol. For the highest occupied orbital energy, the calculation gives -14.196 eV. Its net charge is +1. Its spin multiplicity is 1.